[1]
# C24H42NP3RuS

C24H42NP3RuS as an isolated structure (the ωB97M-V functional and the def2-TZVPD basis, OMol25).

Results
Molar mass = 570.666 g mol⁻¹
ΔE to the lowest compared entry with this formula, charge and spin = 51.4 kJ/mol
Calculated total energy = -2510.3518 Ha
HOMO (alpha / beta) = -13.71 / -16.54 eV
Frontier orbital gap (alpha / beta) = 4.2 / 3.0 eV
2S+1 = 6
Total charge = +3

Last column: Löwdin charge in e.
Element x y z (Å)
Ru: 0.245 0.138 -0.271  0.49
P: -1.300 -1.016 -1.363  0.68
P: 0.704 -1.690 1.183  0.76
P: -0.205 1.979 -1.496  0.66
H: 4.900 1.809 -0.566  0.09
C: 3.954 2.337 -0.713  -0.04
C: 3.406 2.771 0.566  -0.43
H: 4.196 3.254 1.172  0.11
C: -0.528 -1.833 -2.790  -0.21
C: -2.236 -2.390 -0.567  -0.24
C: -2.818 -0.179 -2.000  -0.23
C: 2.022 -1.806 2.483  -0.26
C: -0.663 -2.225 2.313  -0.25
C: 1.160 -3.192 0.171  -0.23
C: 1.059 3.249 -1.306  -0.27
C: -1.720 2.914 -1.049  -0.24
C: -0.243 1.764 -3.311  -0.23
H: 4.015 3.005 -1.582  0.11
H: 2.592 3.499 0.568  0.07
H: -1.234 -2.513 -3.279  0.07
H: 0.337 -2.409 -2.454  0.04
H: -0.197 -1.082 -3.510  0.04
H: -2.896 -2.875 -1.297  0.07
H: -2.880 -1.992 0.225  0.03
H: -1.585 -3.161 -0.157  0.01
H: -3.409 -0.895 -2.591  0.07
H: -2.603 0.693 -2.622  0.01
H: -3.449 0.134 -1.155  0.04
H: 1.761 -2.599 3.203  0.06
H: 2.087 -0.836 2.990  0.02
H: 2.999 -2.034 2.041  0.02
H: -1.445 -2.786 1.790  0.02
H: -1.110 -1.325 2.751  0.02
H: -0.253 -2.841 3.126  0.06
H: 1.627 -3.944 0.832  0.07
H: 1.884 -2.875 -0.598  0.03
H: 0.269 -3.619 -0.313  0.03
H: 0.983 4.069 -2.025  0.08
H: 2.045 2.789 -1.409  -0.01
H: 0.961 3.637 -0.289  0.04
H: -1.802 3.812 -1.679  0.07
H: -1.655 3.219 0.005  0.04
H: -2.622 2.305 -1.174  0.02
H: 0.019 2.722 -3.774  0.06
H: -1.225 1.445 -3.665  0.04
H: 0.501 1.016 -3.604  0.04
C: 3.628 0.044 0.387  -0.52
C: 3.066 -0.136 -0.887  -0.20
C: 3.692 -1.022 -1.782  -0.05
C: 4.643 -1.948 -1.316  -0.03
C: 5.002 -1.944 0.035  -0.04
C: 4.593 -0.872 0.832  -0.12
S: 3.179 1.294 1.627  1.14
H: 4.343 1.466 2.282  0.04
H: 2.148 0.406 -1.217  0.02
H: 3.463 -0.953 -2.858  0.13
H: 5.138 -2.631 -2.024  0.14
H: 5.652 -2.724 0.449  0.14
H: 5.005 -0.710 1.825  0.12
N: -1.185 0.586 0.915  -0.09
C: -2.193 0.748 1.494  -0.09
C: -3.505 0.751 2.044  -0.15
C: -4.063 -0.417 2.625  0.10
C: -5.414 -0.429 2.988  0.07
C: -6.219 0.700 2.789  0.03
C: -5.654 1.869 2.268  0.08
C: -4.308 1.900 1.891  0.10
H: -3.419 -1.288 2.790  0.14
H: -5.831 -1.353 3.396  0.16
H: -7.275 0.674 3.079  0.15
H: -6.274 2.752 2.112  0.16
H: -3.864 2.795 1.445  0.15

=====

[2]
# C2H6NO

An isolated ion of composition C2H6NO and charge +1 (the ωB97M-V functional and the def2-TZVPD basis, OMol25).

Results
Molar mass = 60.076 g mol⁻¹
ΔE to the lowest compared entry with this formula, charge and spin = 187.7 kJ/mol
Calculated total energy = -209.4542 Ha
SMILES string = [NH3+][C@H]1CO1
HOMO = -15.99 eV
Frontier orbital gap = 11.7 eV
Total charge = +1

Last column: natural (NBO) charge in e.
Element x y z (Å)
C: 1.410 -0.514 -0.102  -0.08
C: 0.319 0.267 0.486  0.14
N: -0.927 0.453 -0.146  -0.72
O: 1.404 0.856 -0.172  -0.42
H: 2.237 -1.127 0.473  0.24
H: 1.191 -1.000 -1.007  0.19
H: 0.240 0.474 1.496  0.22
H: -1.565 -0.359 0.106  0.48
H: -0.968 0.496 -1.253  0.47
H: -1.251 1.484 -0.013  0.48